66
Properties=species:S:1:pos:R:3:forces:R:3 method="wB97M-V/def2-TZVPD" total_energy_ev=-49835.5576 homo_lumo_gap_ev=8.49 multiplicity=1
C 0.292 -1.741 3.068 0.089 0.116 0.069
N -3.065 -2.016 -1.045 0.588 0.556 -0.052
H -3.315 -4.004 -1.642 0.182 0.012 0.083
H 3.298 0.543 0.354 0.046 -0.013 -0.125
In -1.826 -0.470 -1.758 -0.238 0.447 -0.104
C 0.852 4.954 0.157 0.067 -0.031 -0.013
C 3.897 -1.410 -0.384 -0.004 0.147 -0.126
H -1.593 -1.969 4.089 -0.030 -0.003 0.077
H -0.515 2.832 1.143 -0.080 -0.009 0.033
H 1.602 5.739 0.042 -0.041 0.030 -0.006
H 1.051 -2.175 3.719 0.006 -0.067 -0.047
N -4.023 0.347 -2.172 0.470 0.300 -0.359
C 1.080 4.219 1.482 -0.115 -0.069 -0.069
C -2.524 -3.263 -1.504 0.240 -0.519 -0.232
C 3.759 -2.250 -1.659 -0.028 0.040 0.086
H 2.028 -2.983 -2.757 -0.033 0.044 -0.046
H 3.919 -3.300 -1.413 0.068 -0.029 -0.066
C -4.385 -1.827 -1.106 -0.267 0.425 0.440
H 1.264 4.465 -1.919 -0.033 0.034 -0.108
H -1.936 -1.136 1.400 0.018 0.163 0.011
H -0.066 -2.527 2.400 0.041 -0.035 -0.014
C 0.552 2.792 1.394 0.004 0.023 0.533
O -1.492 -4.112 -3.485 0.050 -0.381 -0.055
N -0.061 -0.180 1.242 0.263 0.372 -0.477
H 4.525 -1.955 -2.377 0.058 -0.071 -0.011
H -0.126 5.437 0.164 -0.023 0.083 0.005
H 4.950 -1.207 -0.182 -0.032 0.004 0.086
H -0.060 3.534 -1.209 0.013 0.058 -0.111
H -1.054 0.936 3.455 -0.023 0.065 0.009
C 1.849 2.807 -0.679 0.135 0.203 -0.346
C 2.371 -2.061 -2.287 -0.105 -0.110 0.068
O -5.245 -2.686 -1.133 -0.419 -0.170 -0.151
H -5.855 -0.264 -1.244 0.222 0.029 0.064
C 0.922 3.967 -1.013 0.041 0.025 -0.012
C -1.451 -0.184 1.674 -0.511 0.031 0.049
N 1.300 2.004 0.409 -0.271 -0.598 0.126
H 0.657 2.303 2.367 -0.142 0.038 -0.025
H 1.360 -2.379 -0.410 -0.149 0.043 -0.052
N 1.721 -0.312 -0.717 -0.375 0.277 0.261
P 0.472 0.633 -0.119 0.420 0.314 0.055
H -4.325 -0.021 -3.073 0.003 0.152 0.052
H -4.179 1.353 -2.172 0.063 -0.185 -0.021
C -1.772 -3.119 -2.856 -0.246 -0.742 0.291
C -4.770 -0.328 -1.106 -0.464 -0.555 0.280
C 1.376 -1.631 -1.219 -0.134 -0.150 -0.214
H 1.792 -0.982 1.696 0.025 0.005 0.080
H 0.566 4.734 2.296 0.078 -0.032 0.033
H -1.789 -3.643 -0.781 -0.152 -0.130 -0.120
H 3.569 0.446 -1.395 0.009 0.061 0.079
H -2.585 0.071 3.486 -0.024 0.075 -0.016
H 2.838 3.176 -0.382 0.038 -0.048 -0.161
H 2.143 4.200 1.728 0.028 -0.050 0.050
H -4.492 0.107 -0.141 -0.058 0.048 -0.111
H -0.492 -0.840 4.871 -0.033 -0.057 0.056
O -1.446 -1.924 -3.241 0.130 1.318 0.143
H -1.980 0.619 1.150 0.027 -0.098 0.084
C 3.152 -0.085 -0.528 0.286 0.125 0.161
H 3.501 -1.960 0.472 0.025 0.007 0.071
C -0.866 -1.179 3.903 0.001 0.013 -0.017
H 1.956 2.159 -1.550 0.170 0.128 -0.009
N -0.684 1.061 -1.094 -0.296 -1.033 -0.066
C -1.540 -0.003 3.185 -0.039 -0.103 -0.074
H 0.375 -1.580 -1.658 0.222 -0.256 0.013
H 2.398 -1.290 -3.058 -0.036 0.013 -0.048
C 0.906 -0.630 2.228 0.210 -0.320 0.062
H 1.221 0.186 2.894 0.066 0.045 -0.051

***

67
Properties=species:S:1:pos:R:3:forces:R:3 method="wB97M-V/def2-TZVPD" total_energy_ev=-43174.4127 homo_lumo_gap_ev=9.35 multiplicity=1 total_charge=+1 relative_energy_kj_mol=385.2
H -2.112 -1.338 0.810 -0.468 0.215 0.333
C -5.733 0.672 0.123 -1.321 -0.103 -0.779
H 0.259 -3.573 -4.368 0.141 0.192 -0.043
H 1.589 0.753 -0.448 -0.292 1.257 -0.341
H -2.842 -0.009 -1.753 -0.552 0.864 0.315
H -6.135 1.719 0.089 0.796 -0.875 0.174
C 1.493 1.869 -0.578 0.714 0.541 1.074
C -1.559 1.124 0.224 1.459 -1.538 -0.253
O 5.773 2.670 0.748 -0.555 0.303 0.143
C -1.716 -2.452 3.623 -0.214 -0.954 1.107
H -1.495 -2.159 -3.475 0.123 -0.005 -0.067
C 1.493 -2.835 2.219 -0.606 0.864 0.159
O -0.978 2.324 -0.238 -0.599 -0.763 1.320
H -0.058 -1.924 0.954 0.132 -0.099 1.159
O -0.223 -1.353 -2.081 0.248 0.183 -0.209
O 1.354 0.162 -2.670 -0.433 -0.903 -0.486
H -3.448 1.710 -1.979 0.176 -0.898 1.196
H 8.082 3.489 -0.406 -0.117 0.047 -0.045
C -3.629 0.059 0.915 -1.414 1.284 0.617
H 1.433 2.158 -1.659 -0.188 -0.352 1.220
H -5.020 -0.840 -1.411 0.054 1.174 0.605
H -3.897 -2.427 3.987 0.601 0.587 -1.009
C 5.993 2.987 -0.630 0.923 -0.123 -0.529
N -3.024 1.070 0.083 -0.202 -1.506 0.707
N -4.935 0.387 1.387 2.054 -1.530 -2.229
H 2.207 -2.050 2.617 -0.586 -1.110 -0.558
O 1.174 -1.794 -3.784 -0.210 0.293 0.458
O 4.416 4.382 0.234 0.034 -0.280 0.320
C 5.498 4.402 -0.697 -0.159 0.322 -0.471
C 4.718 3.427 1.155 -0.132 -0.077 0.540
H -1.839 -3.336 4.326 0.065 0.979 -0.866
H 1.435 -3.687 2.949 0.058 0.812 -0.799
H -1.735 -4.364 -2.327 -0.005 0.087 -0.001
N -3.043 -1.099 1.185 0.871 1.323 -0.805
C -3.494 0.801 -1.306 -0.759 -0.250 -0.780
H 0.095 -1.103 2.555 -0.284 -1.065 -0.095
H 6.234 5.135 -0.353 0.086 -0.153 -0.033
C 0.492 -3.008 -3.467 0.079 -0.355 -0.492
H 5.374 2.313 -1.231 -0.065 0.108 0.020
C 7.449 2.831 -1.007 0.181 -0.214 0.323
H 1.818 -3.177 1.198 -0.126 0.149 1.227
H 0.552 3.585 0.438 -0.560 -1.170 -0.245
H -5.397 -0.405 1.839 0.553 0.125 0.120
H -6.644 -0.003 0.182 1.031 0.900 -0.007
H -2.145 -3.034 -1.224 -0.090 -0.083 -0.135
H 1.143 -3.609 -2.824 -0.163 -0.002 0.076
C -4.981 0.273 -1.202 -0.401 0.475 -1.055
H -1.306 0.878 1.305 -0.287 0.745 -0.965
C 0.348 2.480 0.320 1.763 0.507 -0.261
H -1.119 -1.694 4.217 -0.512 -0.733 -0.934
O 4.137 3.276 2.185 0.076 0.007 -0.371
H -5.557 0.747 -2.057 0.562 -0.637 1.042
H 0.454 2.026 1.348 -0.491 0.420 -0.909
H -0.594 -3.840 -1.072 0.032 -0.010 -0.118
O -3.607 -2.056 1.961 -0.294 0.542 0.988
C 0.076 -2.118 2.071 0.939 -0.104 -1.519
H -1.098 0.275 -0.389 -0.453 0.706 0.547
O -1.041 -2.947 2.463 0.203 1.609 0.759
C -1.337 -3.497 -1.797 0.046 0.260 0.364
H -3.181 -0.791 3.671 -0.302 -0.875 -0.832
H 5.154 4.682 -1.693 -0.179 0.020 0.165
C 0.821 -0.890 -2.832 0.666 0.590 -0.279
C -0.735 -2.502 -2.764 -0.558 -0.827 0.383
C -3.168 -1.867 3.335 0.439 -0.371 1.608
H 7.787 1.811 -0.817 -0.071 0.030 -0.129
H 2.477 2.304 -0.174 -1.379 -0.530 -0.463
H 7.605 3.063 -2.062 -0.078 -0.026 0.043

***

63
Properties=species:S:1:pos:R:3:forces:R:3 method="wB97M-V/def2-TZVPD" total_energy_ev=-32147.3820 homo_lumo_gap_ev=6.43 multiplicity=1 smiles="C=CC1=C(B(C)O)C(=O)OC1=O.CCN(CC)CC.CCN(CC)CC" relative_energy_kj_mol=255.7
C 1.501 0.358 -1.967 -0.842 0.148 -1.129
H 0.564 -6.020 -0.607 -0.063 0.026 0.092
H 1.922 2.526 -2.107 1.243 -0.177 1.236
H 0.583 2.610 0.191 -0.432 1.732 -0.765
C 0.351 6.526 4.250 0.084 -0.021 0.040
H -3.156 -5.774 -1.383 -0.016 -0.013 -0.002
H -1.517 5.843 1.558 0.068 -0.029 -0.009
H 0.497 3.257 2.570 -0.037 0.008 0.110
H 0.278 1.582 -4.902 -0.408 -0.198 0.143
H 1.862 7.440 5.476 -0.004 0.001 0.000
H 0.212 -4.405 -2.568 0.014 -0.005 0.011
H 1.417 4.012 3.874 -0.006 0.026 0.003
O 2.130 -2.656 -3.451 -0.152 -0.259 -0.154
C 1.734 7.133 4.437 0.000 0.015 0.030
H -0.392 7.251 4.592 -0.056 -0.042 -0.032
H -2.390 -4.629 2.172 -0.004 -0.012 0.000
C 1.314 1.766 -1.617 -0.413 -0.083 -0.164
H -3.359 -7.301 -0.538 0.019 0.044 0.059
H -3.539 -7.654 -2.936 -0.002 -0.001 0.005
H -1.383 -3.974 0.894 -0.022 0.000 -0.060
O 1.302 -1.891 -1.492 1.028 -0.362 0.428
H 2.530 6.423 4.209 0.001 0.000 -0.005
C 1.543 -0.672 -0.867 -0.653 0.062 -0.253
O 0.686 0.776 -5.227 0.428 0.362 -0.028
B 1.816 0.353 -4.566 0.261 -0.186 -0.212
H -3.023 4.669 3.233 0.000 0.011 0.003
H 3.905 -0.279 -4.784 0.136 0.141 0.010
C -2.549 -7.499 -2.504 -0.040 -0.008 -0.013
H -0.085 -6.682 -2.067 -0.073 -0.029 0.001
H -1.521 -4.497 -2.271 -0.008 -0.034 0.007
C -1.353 5.901 2.638 -0.161 0.081 -0.027
H -0.434 -3.837 -1.042 -0.079 0.009 0.001
O 1.760 -0.571 0.293 -0.253 0.031 -0.017
N -1.415 -6.619 -0.480 0.025 0.015 0.065
C 1.759 -1.745 -2.788 -0.166 0.408 -0.245
H -0.597 -6.245 1.386 0.036 0.023 -0.065
C 1.288 3.974 2.792 -0.005 -0.064 -0.152
H 1.953 5.896 2.125 -0.017 0.040 0.068
H 1.860 8.011 3.803 0.002 -0.022 -0.032
C 0.321 2.137 -0.753 0.510 -0.034 -0.129
H 3.665 1.461 -5.019 -0.039 0.020 0.001
H -1.673 4.581 4.357 0.016 0.005 -0.001
C -1.933 4.645 3.300 -0.049 -0.018 -0.072
H -0.715 1.899 -0.977 0.113 -1.516 1.049
H 2.211 3.571 2.368 0.008 0.009 0.006
C 1.005 5.357 2.190 0.239 -0.014 -0.058
C -1.566 -6.156 0.887 -0.042 -0.065 0.165
C 3.236 0.472 -5.208 -0.091 -0.629 -0.082
H -1.603 3.731 2.808 0.049 -0.004 0.044
H -1.959 -6.948 -3.237 0.008 -0.001 0.003
H -1.935 6.765 2.974 0.049 0.011 0.056
C -2.119 -4.744 1.121 0.053 0.023 0.069
C -2.676 -6.747 -1.188 -0.002 0.021 -0.085
H -2.222 -6.868 1.398 -0.041 -0.007 -0.064
H 0.683 5.242 1.151 -0.114 -0.001 0.035
H -3.015 -4.552 0.529 0.005 -0.011 -0.014
H 0.258 5.651 4.913 -0.003 0.014 0.011
C 1.694 -0.289 -3.129 -0.206 0.414 0.363
N 0.047 6.215 2.864 -0.063 -0.028 -0.040
H -2.087 -8.475 -2.349 0.037 0.017 0.007
C -0.329 -6.015 -1.236 0.114 -0.024 -0.201
C -0.541 -4.606 -1.804 0.046 -0.007 0.010
H 3.202 0.312 -6.288 -0.029 0.192 -0.020

***

62
Properties=species:S:1:pos:R:3:forces:R:3 method="wB97M-V/def2-TZVPD" total_energy_ev=-88422.9350 homo_lumo_gap_ev="4.64 / 4.63" multiplicity=6 total_charge=-1
H -4.754 -1.210 -1.217 0.066 -0.101 0.255
H -2.431 1.267 3.895 0.131 0.269 -0.158
Si -3.631 2.698 -1.352 -0.377 -0.940 0.231
H -4.013 -2.202 0.069 -0.051 0.285 -0.156
Dy -0.307 2.023 -0.425 0.134 -1.296 0.572
C -6.386 0.893 0.884 -0.104 -0.057 0.152
H -3.139 0.953 -3.076 -0.334 0.057 0.142
H 0.592 -2.837 1.609 -0.053 -0.081 -0.001
C 1.864 0.336 0.804 -0.196 0.345 -0.402
H -4.478 2.013 -3.609 0.076 -0.279 0.177
H 2.940 0.947 -1.037 -0.435 0.284 0.217
H 0.789 0.633 2.726 -0.123 0.193 -0.501
C 1.323 2.461 1.519 0.429 -0.324 -0.139
H -5.464 4.302 -1.957 0.079 -0.070 0.101
H -4.972 4.551 -0.281 -0.017 -0.140 -0.081
H -1.370 3.316 -2.459 -0.503 0.192 0.094
C -5.165 3.778 -1.036 0.078 0.361 -0.281
H -3.327 -0.972 2.805 -0.200 0.134 -0.116
C -4.323 -0.513 2.737 -0.329 -0.235 0.121
C 0.819 -2.847 -0.615 -0.708 0.017 -0.127
Si -4.696 0.037 0.967 -0.086 -0.635 0.082
H -4.373 4.262 3.507 -0.099 -0.034 -0.044
H -5.084 4.047 1.902 0.111 -0.148 0.076
C 1.165 1.064 1.796 0.620 0.632 0.037
C -0.153 -2.819 -1.663 -0.083 -0.067 0.680
C -4.057 1.467 -2.746 0.111 0.528 -0.171
H -1.704 5.140 2.423 0.134 -0.028 -0.324
H -2.728 4.398 -2.785 0.439 0.061 0.139
H -2.065 -2.864 1.084 0.011 0.068 0.078
C -1.449 -2.802 -1.070 0.834 -0.013 0.597
H -5.100 2.714 3.073 0.228 0.061 -0.130
H -4.791 0.717 -2.407 0.279 0.288 -0.115
H 2.453 3.504 -0.159 -0.304 -0.378 0.114
H -5.059 -1.269 3.046 0.114 0.084 0.049
Cl 0.193 1.239 -2.663 -0.034 -0.092 -0.882
H -6.642 1.175 -0.144 0.084 -0.048 0.148
H -6.037 3.198 -0.708 0.331 0.021 -0.002
H -5.769 -1.990 0.015 0.106 0.117 -0.034
H -2.408 -2.784 -1.587 0.269 -0.028 0.041
H 1.903 -2.879 -0.733 -0.237 0.024 -0.065
Si -2.793 2.980 2.088 -0.468 -0.833 -0.111
H -1.864 4.557 -1.235 -0.151 -0.096 -0.208
C 0.131 -2.846 0.627 -0.569 0.053 -0.707
H -0.885 1.951 3.340 -0.269 0.017 0.047
C 2.335 1.243 -0.177 0.277 0.291 0.829
C 2.053 2.581 0.274 0.007 -0.343 0.636
C -1.930 2.190 3.572 0.149 0.459 0.283
C -2.230 3.832 -1.978 -0.008 0.156 -0.327
C -4.500 3.545 2.682 0.097 0.510 0.312
H -0.795 4.339 1.128 -0.467 0.060 0.212
C -4.809 -1.479 -0.153 -0.158 -0.105 0.150
Si -2.930 1.363 0.435 0.723 0.623 -0.397
H -7.155 0.187 1.225 0.094 0.043 -0.042
H 0.058 -2.849 -2.732 -0.030 0.086 0.232
C -1.821 4.512 1.522 0.083 0.373 0.237
H 1.041 3.253 2.217 0.071 -0.160 -0.428
C -1.270 -2.822 0.350 0.582 0.061 -0.633
H -6.453 1.781 1.521 0.046 -0.075 -0.167
H -2.389 5.098 0.782 0.171 -0.194 0.242
H -4.374 0.316 3.454 -0.019 -0.129 -0.151
H 2.089 -0.732 0.844 -0.605 0.394 -0.345
H -1.935 2.902 4.413 0.048 -0.213 -0.036